Molecular formula: C58H55BaBrGeN8S
Method: DFT, ωB97M-V/def2-TZVPD

```
125
Properties=species:S:1:pos:R:3:forces:R:3:mulliken_charge:R:1
Ba 0.06066 -0.03345 1.12968 1.6480 1.2746 1.6348 1.625
N 2.60117 -4.05082 0.25199 -0.0100 -0.0439 -0.0421 0.393
C 1.59260 -4.80150 0.75646 0.0277 0.0038 -0.0098 -0.149
C 1.86893 -5.97572 1.49148 -0.0077 -0.0214 0.0078 -0.925
C 0.85630 -6.77841 1.96840 0.0236 0.0070 -0.0052 -0.495
C -0.48423 -6.45506 1.75310 -0.0070 0.0206 -0.0044 -0.909
C -0.77736 -5.30081 1.04113 -0.0262 -0.0156 0.0182 -0.384
C 0.22657 -4.48536 0.54963 -0.0194 -0.0056 -0.0497 0.530
S -0.03151 -3.02117 -0.41990 0.0841 -0.2263 -0.1169 0.856
N 1.23048 -2.10549 0.09262 0.2071 -0.2620 -0.0130 0.558
C 2.44186 -2.72105 -0.26213 -0.1007 0.0879 0.0348 -1.847
C 3.51210 -2.10193 -0.84731 0.0243 0.0453 -0.0208 0.213
C 4.78277 -2.78294 -1.05760 0.0406 -0.0496 0.0042 -0.945
C 5.87740 -2.08869 -1.47587 0.0105 0.0357 -0.0063 -0.342
C 5.79164 -0.70650 -1.73832 -0.0109 -0.0160 0.0028 -1.137
C 4.52701 -0.14085 -1.58817 -0.0433 -0.0374 -0.0261 0.086
N 3.42537 -0.74962 -1.19881 -0.0575 -0.0313 -0.0452 0.733
H 3.53205 -4.32471 0.52753 -0.0044 0.0294 0.0690 0.293
H 2.90600 -6.23039 1.68410 -0.0005 -0.0020 0.0046 0.369
H 1.11223 -7.66944 2.53104 0.0033 0.0019 0.0010 0.345
H -1.27786 -7.07657 2.14633 -0.0010 -0.0022 -0.0037 0.383
H -1.81225 -5.02535 0.87340 0.0054 0.0124 -0.0096 0.308
H 4.86234 -3.85412 -0.91179 -0.0218 0.0156 -0.0308 0.429
H 6.81787 -2.61416 -1.61829 -0.0008 -0.0087 -0.0035 0.357
H 6.64034 -0.11517 -2.05360 -0.0036 0.0053 0.0040 0.300
H 4.41278 0.92033 -1.81535 -0.0387 0.0614 -0.0136 -0.078
N -8.28677 -0.58412 7.79018 0.0067 0.0073 -0.0023 -0.625
C -7.32951 -0.43446 7.16575 -0.0220 -0.0149 0.0091 0.131
C -6.14135 -0.24819 6.38933 0.0129 0.0082 -0.0077 0.579
C -5.11165 -1.19348 6.43032 0.0008 0.0006 -0.0033 -0.548
C -3.96723 -1.00894 5.68509 -0.0199 -0.0075 -0.0157 -0.614
C -3.79927 0.12604 4.86650 0.0093 0.0156 -0.0048 0.384
C -4.84953 1.06529 4.83974 -0.0037 0.0226 0.0121 -0.482
C -5.99571 0.88480 5.58384 0.0039 -0.0007 -0.0031 -0.588
C -2.62720 0.31357 4.09752 0.0784 0.0508 0.0968 -2.147
C -1.59575 0.47812 3.44073 -0.2570 -0.1678 -0.1941 1.244
H -5.22239 -2.07261 7.05270 0.0026 -0.0004 0.0005 0.417
H -3.17096 -1.74024 5.71321 0.0014 0.0003 0.0002 0.493
H -4.72981 1.94390 4.21991 -0.0005 -0.0005 0.0013 0.551
H -6.79084 1.61949 5.55240 0.0015 0.0025 -0.0012 0.407
C -1.37415 -2.21538 0.36382 -0.3919 -0.5090 -0.3699 -0.941
Ge -2.15907 -0.94003 -0.83695 -0.7359 -0.1092 -0.8711 2.166
C -2.77907 0.72907 0.04140 -0.2305 -0.0001 -0.0701 -1.197
C -2.13240 1.96510 -0.02358 0.0154 0.0548 -0.0179 0.876
C -2.71284 3.11398 0.50182 0.0241 -0.0527 0.0775 -0.266
C -3.96008 3.04896 1.10159 0.0039 -0.0065 0.0153 -0.612
C -4.61160 1.82690 1.19396 0.0087 0.0177 0.0107 -1.044
C -4.02287 0.68390 0.67659 0.0726 0.0000 0.0852 -0.006
C -1.02266 -0.44077 -2.39305 -0.1692 -0.2436 -0.1443 0.976
C -1.70955 -0.36982 -3.61436 0.1165 0.1072 -0.0087 -0.356
C -1.04019 -0.27086 -4.82604 0.0283 -0.0219 0.0136 -0.866
C 0.34889 -0.28697 -4.85023 -0.0184 -0.0141 0.0054 -0.720
C 1.04659 -0.35588 -3.65615 -0.0178 0.0989 0.0435 -0.834
C 0.37443 -0.39555 -2.43804 0.0464 -0.0890 -0.0833 -0.318
C -3.80856 -1.67362 -1.65241 -0.0175 -0.0086 -0.0095 -0.681
C -4.91926 -0.91175 -2.01639 0.0223 0.0135 -0.0213 -0.079
C -6.02073 -1.49204 -2.63275 0.0042 -0.0128 0.0024 -0.790
C -6.03019 -2.85421 -2.90136 0.0052 0.0159 0.0047 -0.491
C -4.93294 -3.62833 -2.55081 -0.0009 0.0068 0.0037 -0.715
C -3.83722 -3.04003 -1.93165 0.0033 0.0090 0.0010 -0.378
H -2.13618 -2.95949 0.59517 0.0277 0.0536 0.2017 0.228
H -1.14335 2.07708 -0.47174 -0.0978 -0.1231 -0.1156 -0.108
H -2.17120 4.05123 0.46092 -0.0040 0.0045 -0.0039 0.383
H -4.41071 3.94079 1.52017 -0.0004 0.0027 -0.0025 0.369
H -5.57530 1.75828 1.68473 0.0073 -0.0038 0.0100 0.444
H -4.53921 -0.26369 0.78130 -0.0124 0.0030 -0.0209 0.558
H -2.79216 -0.41234 -3.63065 -0.0150 -0.0073 0.0116 0.495
H -1.60486 -0.22322 -5.75139 -0.0014 0.0019 0.0016 0.317
H 0.88054 -0.26313 -5.79560 -0.0003 0.0019 0.0010 0.413
H 2.13033 -0.38784 -3.63450 0.0123 -0.0072 -0.0015 0.480
H 1.02948 -0.45193 -1.56839 -0.2341 -0.1237 -0.0462 0.302
H -4.92791 0.15390 -1.81482 -0.0021 0.0022 0.0068 0.405
H -6.87399 -0.88014 -2.90183 0.0007 0.0037 0.0010 0.388
H -6.88954 -3.30901 -3.37977 0.0010 -0.0035 -0.0001 0.357
H -4.92946 -4.69188 -2.75793 0.0023 -0.0021 0.0017 0.406
H -2.98255 -3.65265 -1.66312 0.0019 -0.0040 0.0041 0.316
C 5.90231 -0.15036 2.12916 -0.0138 -0.0169 0.0040 -1.326
C 4.83901 -0.72640 3.07596 0.0183 0.0204 -0.0137 2.655
C 5.29193 -0.53932 4.53010 -0.0092 0.0053 -0.0029 -2.039
C 4.67713 -2.22529 2.78060 0.0011 -0.0050 0.0101 -1.630
C 3.54817 -0.05479 2.84132 -0.0461 -0.0801 -0.0968 -0.956
C 2.44886 0.39414 2.53026 -0.0068 0.1401 0.0183 -0.796
H 6.86577 -0.65126 2.28093 -0.0013 -0.0010 -0.0040 0.356
H 6.03206 0.91940 2.31150 -0.0008 0.0064 -0.0018 0.388
H 5.59888 -0.28585 1.08978 0.0122 0.0035 0.0145 0.067
H 6.24464 -1.05141 4.70675 0.0002 0.0012 0.0005 0.405
H 4.54311 -0.94141 5.21456 0.0014 -0.0014 0.0034 0.396
H 5.41878 0.52176 4.75676 0.0008 0.0015 -0.0004 0.357
H 5.62451 -2.75485 2.93826 -0.0006 0.0027 -0.0035 0.430
H 4.35990 -2.36062 1.74572 0.0018 0.0051 0.0091 0.333
H 3.91293 -2.65889 3.42854 0.0026 -0.0020 0.0066 0.417
C -1.52479 3.99434 -5.34811 0.0018 -0.0075 0.0036 -0.910
C -2.21098 3.23875 -4.22730 -0.0036 -0.0251 -0.0084 -0.435
N -1.39705 3.34779 -3.03141 -0.0164 0.0634 0.0153 -0.048
C -0.02434 3.12483 -3.07625 0.0232 -0.0782 -0.1505 -0.191
N 0.54886 2.67706 -2.03116 -0.0156 0.1529 0.3177 0.629
C 1.99080 2.51120 -1.99985 0.0384 -0.0737 -0.0429 0.297
C 2.71105 3.34169 -3.05028 0.0025 0.0060 0.0187 -0.772
C 2.01119 3.13831 -4.37894 0.0140 -0.0141 -0.0079 -0.813
N 0.61034 3.51433 -4.25749 -0.0041 -0.0349 -0.0116 0.152
C -0.12395 3.43741 -5.50846 -0.0137 -0.0169 -0.0128 -0.523
H -1.47195 5.05664 -5.09756 -0.0031 0.0048 -0.0072 0.319
H -2.07919 3.88318 -6.28226 -0.0040 -0.0068 0.0010 0.439
H -2.35715 2.19249 -4.52932 -0.0003 0.0321 0.0071 0.099
H -3.19245 3.66389 -4.01020 -0.0033 0.0044 0.0005 0.433
H -1.79223 2.91682 -2.20727 0.0022 -0.0001 -0.0517 -0.060
H 2.22611 1.45306 -2.13425 0.0587 -0.0313 0.0050 -0.726
H 2.34655 2.75677 -0.99977 0.0128 -0.0015 -0.0037 -0.162
H 3.75806 3.04098 -3.12529 -0.0032 0.0007 0.0050 0.494
H 2.67963 4.40420 -2.78730 -0.0027 0.0020 -0.0042 0.282
H 2.10362 2.08801 -4.68950 0.0051 0.0274 -0.0096 0.238
H 2.45123 3.75879 -5.16514 0.0009 0.0082 0.0021 0.460
H -0.18045 2.39498 -5.85994 0.0085 0.0221 -0.0058 0.153
H 0.43758 4.00386 -6.25657 0.0038 0.0145 0.0083 0.406
Br 0.82414 2.78860 4.89296 -0.0005 -0.0088 0.0016 -0.144
C 1.53808 3.39962 3.25074 -0.0477 -0.0028 0.0398 0.001
C 2.90739 3.62171 3.16541 0.0024 -0.0121 0.0063 -0.140
C 3.39099 4.14886 1.98784 -0.0040 0.0134 -0.0076 -0.350
C 2.50490 4.41121 0.94941 0.0104 -0.0160 -0.0027 -0.500
C 1.17112 4.09557 1.12899 0.0758 -0.0491 0.0188 0.033
N 0.68614 3.60143 2.27295 -0.0864 0.0855 -0.0561 -0.281
H 3.55257 3.35386 3.98753 -0.0014 0.0027 0.0015 0.335
H 4.45193 4.32943 1.86814 -0.0001 0.0011 0.0002 0.371
H 2.84635 4.81822 0.00683 -0.0017 -0.0067 -0.0042 0.373
H 0.46017 4.21839 0.31769 0.0013 0.0149 0.0072 0.244
```
Forces are in eV/Å.

- Total energy: -7755.66760 a.u.
- Lowest unoccupied orbital energy: 0.135 Ha
- Charge: -2
- HOMO-LUMO gap: 3.8 eV
- Strongest force on any atom: 2.65 eV/A